[1]
68
Properties=species:S:1:pos:R:3:forces:R:3:nbo_charge:R:1 method="wB97M-V/def2-TZVPD" lumo_ev="-3.412 / -3.407" charge=+1 e_above_lowest_kj_mol=1.5 e_homo_ev="-10.830 / -10.837"
Mo -0.04781 0.25352 0.16808 -0.12 -0.16 0.07 0.90
C 1.32468 3.15836 -0.03223 0.00 0.02 0.00 -0.41
N 0.01930 2.48309 0.24223 0.00 0.10 0.02 -0.45
C -0.43919 2.84814 1.60589 0.01 -0.07 -0.03 -0.25
C 0.32589 2.02549 2.63041 0.01 0.01 -0.02 -0.22
N 0.03287 0.56568 2.48909 -0.01 -0.01 -0.05 -0.49
C -1.27881 0.29569 3.11765 -0.02 0.00 -0.01 -0.41
C 1.11264 -0.21673 3.08817 -0.04 0.05 0.02 0.19
C 1.06758 -0.66072 4.40124 0.03 -0.02 0.02 -0.25
C 2.13134 -1.38234 4.92809 -0.01 0.01 -0.01 -0.20
C 3.24580 -1.64333 4.14719 -0.01 0.00 0.00 -0.19
C 3.29369 -1.19344 2.83664 0.01 0.00 -0.01 -0.19
C 2.22774 -0.48549 2.29247 -0.01 -0.01 -0.02 -0.22
S 2.28791 0.05964 0.61119 0.08 0.03 0.04 -0.03
C -0.87998 2.87444 -0.84979 0.03 -0.02 0.03 0.20
C -1.74598 3.94676 -0.75474 -0.02 0.03 -0.03 -0.26
C -2.51902 4.30066 -1.85581 0.01 0.00 0.02 -0.20
C -2.39647 3.59856 -3.04334 0.00 -0.02 -0.01 -0.19
C -1.51574 2.52742 -3.13666 0.00 -0.01 0.00 -0.20
C -0.76045 2.14831 -2.03710 0.03 -0.02 0.01 -0.22
S 0.26625 0.68881 -2.06247 0.00 0.04 -0.05 0.08
H 1.16094 4.23788 -0.03181 -0.01 0.00 -0.01 0.21
H 1.69330 2.84182 -1.00342 0.00 -0.01 0.00 0.24
H 2.05925 2.88547 0.71786 0.00 -0.01 0.00 0.22
H -1.51049 2.65578 1.66404 -0.01 0.00 0.01 0.22
H -0.27702 3.91162 1.80075 0.00 0.01 0.00 0.22
H 0.07281 2.35351 3.64268 0.00 0.00 0.00 0.22
H 1.39753 2.15827 2.49963 0.00 0.00 0.01 0.23
H -1.30201 0.65651 4.14752 0.01 -0.01 0.01 0.20
H -1.48746 -0.77052 3.10777 0.00 -0.01 0.01 0.22
H -2.06128 0.79692 2.55641 0.01 0.01 -0.01 0.22
H 0.21230 -0.45872 5.03020 0.00 0.01 -0.01 0.22
H 2.08286 -1.73230 5.95008 0.01 0.00 0.00 0.23
H 4.07780 -2.20128 4.55498 0.00 0.00 0.00 0.23
H 4.15553 -1.39767 2.21465 0.01 -0.01 0.01 0.23
H -1.82745 4.51807 0.16072 0.01 -0.01 0.01 0.22
H -3.20490 5.13328 -1.78141 0.00 0.00 0.00 0.23
H -2.99194 3.87810 -3.90197 0.00 0.00 0.00 0.23
H -1.42601 1.96636 -4.05814 -0.01 0.01 -0.01 0.23
C -3.97790 0.70464 -0.44233 0.02 0.01 0.03 -0.62
C -3.13215 -0.53686 -0.20150 -0.09 -0.08 -0.02 0.26
C -3.71130 -1.40295 0.90542 0.04 0.01 0.01 -0.62
C -2.93809 -1.32928 -1.48506 0.06 0.04 0.02 -0.63
O -1.83517 -0.06138 0.22902 0.06 0.08 0.00 -0.63
H -4.97300 0.41071 -0.77691 -0.01 0.02 0.00 0.23
H -3.52290 1.33652 -1.20642 0.00 -0.01 -0.01 0.22
H -4.08167 1.28457 0.47679 -0.01 -0.01 0.00 0.21
H -4.69836 -1.76115 0.61346 0.00 -0.01 0.00 0.23
H -3.81630 -0.83530 1.83077 -0.01 0.00 0.00 0.21
H -3.07509 -2.27053 1.08960 -0.01 0.00 -0.01 0.21
H -3.90348 -1.67586 -1.85361 -0.01 0.00 0.00 0.23
H -2.30355 -2.19883 -1.30917 -0.02 -0.02 0.00 0.21
H -2.47372 -0.70658 -2.25089 -0.01 -0.01 0.00 0.23
N 2.06215 -3.82826 -3.23029 0.00 -0.02 0.01 -0.81
C 1.32948 -4.60139 -2.38679 -0.02 0.04 -0.02 0.65
O 1.05606 -5.76015 -2.60608 0.01 -0.01 0.00 -0.57
C 0.81828 -3.92946 -1.13860 0.02 -0.01 -0.01 -0.16
C 0.47825 -4.72966 -0.05477 0.00 -0.02 0.01 -0.09
C -0.01178 -4.13080 1.09012 0.00 0.00 -0.01 -0.23
C -0.16242 -2.75563 1.10600 0.00 -0.01 0.02 0.07
N 0.13958 -1.98006 0.06156 0.00 0.05 -0.05 -0.44
C 0.62357 -2.56555 -1.04172 -0.01 -0.02 0.00 0.09
H 2.46088 -4.28926 -4.03225 0.00 0.00 0.00 0.42
H 2.49520 -2.97609 -2.92164 0.00 0.00 0.01 0.40
H 0.60069 -5.80166 -0.13690 0.00 0.00 0.00 0.26
H -0.27855 -4.71148 1.96138 0.00 0.01 0.01 0.24
H -0.53884 -2.25050 1.98435 0.01 0.00 0.01 0.20
H 0.83090 -1.90987 -1.87647 0.00 0.02 0.01 0.22

***

[2]
68
Properties=species:S:1:pos:R:3:forces:R:3:nbo_charge:R:1 method="wB97M-V/def2-TZVPD" lumo_ev=-2.918 charge=+1 e_homo_ev=-10.596
Zn 0.64177 0.11761 0.41902 0.04 0.01 -0.09 1.72
C -0.88820 -0.41944 6.56956 -0.01 0.01 0.00 -0.65
C -0.55965 -0.29349 5.11303 0.00 0.00 0.01 0.07
C 0.21595 -1.25245 4.46566 0.01 0.00 -0.02 -0.26
C 0.51368 -1.10474 3.12760 0.00 -0.01 -0.02 0.07
N 0.08368 -0.06044 2.40569 0.02 0.01 0.03 -0.63
C -0.66679 0.86410 3.01506 0.00 -0.06 0.03 0.06
C -1.00472 0.78177 4.35160 -0.01 0.02 0.00 -0.25
H -1.27383 -1.41401 6.79349 0.00 0.00 0.00 0.24
H -1.62659 0.31818 6.87676 0.00 0.00 0.00 0.23
H 0.00935 -0.27440 7.17289 0.01 0.00 0.00 0.24
H 0.58861 -2.11619 5.00062 -0.01 0.00 0.00 0.23
H 1.10214 -1.83768 2.58989 -0.01 0.01 0.02 0.23
H -1.00273 1.69332 2.40654 0.00 0.00 0.00 0.22
H -1.61349 1.55928 4.79392 0.00 -0.01 0.00 0.23
C -1.86218 -2.50824 -2.88551 -0.01 0.02 -0.01 -0.63
C -1.36485 -3.05264 -1.55923 0.07 -0.04 0.01 -0.60
S -1.53595 -1.94361 -0.15706 -0.02 -0.10 -0.01 1.26
O -0.91558 -0.63127 -0.62574 0.00 0.14 0.02 -1.08
C -3.32487 -1.62166 -0.14345 -0.04 -0.04 -0.04 -0.59
C -3.74884 -0.40551 -0.95229 0.00 -0.01 -0.02 -0.62
H -1.51260 -3.15091 -3.69285 0.00 0.00 0.00 0.23
H -1.47762 -1.50300 -3.05735 0.00 -0.01 0.00 0.23
H -2.95042 -2.48434 -2.92964 0.02 0.00 -0.01 0.21
H -0.29022 -3.24681 -1.57282 0.00 0.01 0.00 0.26
H -1.86020 -3.98046 -1.26315 -0.01 0.01 0.01 0.23
H -3.57161 -1.49462 0.91111 0.03 0.03 0.00 0.23
H -3.80319 -2.54393 -0.47980 0.00 0.01 0.02 0.23
H -3.07722 0.43053 -0.76552 -0.02 0.02 0.02 0.24
H -4.75807 -0.11873 -0.65837 0.00 -0.01 -0.01 0.23
H -3.74684 -0.60166 -2.02181 0.01 0.01 0.01 0.22
C 1.58460 6.10516 -1.63759 -0.02 -0.01 0.01 -0.26
O 2.13301 4.85971 -1.22306 0.03 0.03 0.00 -0.51
C 1.96534 3.79248 -2.03120 -0.06 -0.03 -0.03 0.38
C 1.29727 3.81944 -3.25107 0.00 0.03 0.00 -0.31
C 1.21494 2.67400 -4.02822 -0.01 -0.01 -0.01 -0.15
C 1.79838 1.48714 -3.61361 -0.01 0.00 0.01 -0.24
C 2.44922 1.44746 -2.39310 0.05 0.02 0.00 -0.18
C 2.51424 2.58106 -1.60023 -0.01 -0.08 0.00 0.04
N 3.21010 2.50502 -0.35862 0.01 0.04 0.08 -0.45
C 2.84841 2.92710 0.82338 0.00 0.03 -0.08 0.28
C 1.59767 3.45666 1.22428 0.04 -0.08 0.05 -0.29
C 1.61965 4.46304 2.21791 -0.04 0.03 0.04 -0.11
C 0.48767 5.16268 2.53489 0.06 0.01 0.01 -0.29
C -0.71010 4.84788 1.86615 -0.05 -0.02 -0.03 -0.15
C -0.78100 3.82451 0.95483 -0.02 0.03 0.02 -0.28
C 0.35958 3.03940 0.64707 0.09 0.10 -0.07 0.43
O 0.26274 1.98716 -0.08756 -0.09 -0.05 0.04 -0.88
H 1.86370 6.82083 -0.87065 -0.01 0.00 0.01 0.21
H 0.49618 6.04601 -1.70306 0.00 0.00 -0.01 0.19
H 1.99933 6.41812 -2.59734 0.01 0.00 0.00 0.19
H 0.84777 4.73524 -3.60526 0.01 0.00 0.01 0.23
H 0.69457 2.72025 -4.97580 0.01 0.00 0.00 0.22
H 1.74306 0.60004 -4.22891 0.00 0.01 0.00 0.22
H 2.89814 0.53426 -2.02369 -0.01 0.01 -0.02 0.23
H 4.10451 2.03577 -0.39950 -0.02 -0.03 -0.01 0.43
H 3.64523 2.88907 1.56020 0.01 0.05 0.00 0.21
H 2.56399 4.71224 2.68927 0.00 -0.01 0.00 0.22
H 0.51243 5.95412 3.27032 0.00 -0.01 0.00 0.23
H -1.60557 5.41416 2.09393 0.01 0.00 -0.01 0.22
H -1.71388 3.56444 0.46928 0.02 0.00 0.01 0.22
C 3.90170 -2.19508 0.00166 -0.01 0.01 -0.01 -0.72
C 2.61646 -1.44200 0.20370 -0.02 0.03 0.06 0.79
O 1.51325 -2.02709 0.22914 0.05 -0.01 0.01 -0.77
O 2.67346 -0.16761 0.33137 -0.05 -0.08 -0.05 -0.88
H 3.75764 -3.25879 0.16620 -0.01 0.01 0.00 0.24
H 4.67746 -1.80571 0.65824 -0.01 0.00 0.00 0.24
H 4.23352 -2.04104 -1.02708 0.00 -0.01 0.00 0.24

***

[3]
70
Properties=species:S:1:pos:R:3:forces:R:3:nbo_charge:R:1 method="wB97M-V/def2-TZVPD" lumo_ev=0.526 e_above_lowest_kj_mol=24.1 smiles="COc1ccc(C[C@@H](NC(C)=O)C(=O)NC2CCN(c3c4c(nc5ncnn35)CCC4)CC2)cc1OC" e_homo_ev=-8.183
C 2.84757 3.24194 1.19686 0.32 -0.02 0.00 -0.25
H 3.20146 4.00806 0.50905 0.04 -0.08 0.05 0.22
O 1.44525 3.32937 1.16687 -0.48 -0.07 0.14 -0.49
C 0.71567 2.40821 1.84858 -0.10 0.10 -0.14 0.25
C 1.23136 1.41712 2.66583 0.14 0.21 -0.20 -0.28
C 0.38828 0.52846 3.32134 -0.29 -0.03 0.06 -0.25
C -0.98489 0.60450 3.15897 0.16 0.16 0.17 -0.03
C -1.50886 1.59854 2.33400 0.04 0.19 -0.07 -0.31
C -0.68646 2.50527 1.68833 0.21 0.07 -0.02 0.35
O -1.11118 3.51919 0.88981 0.41 -0.15 0.11 -0.50
C -2.48682 3.64229 0.63444 -0.29 0.01 -0.04 -0.25
H -2.58568 4.49478 -0.03542 -0.05 -0.06 0.04 0.20
H -3.05291 3.83701 1.55178 0.03 -0.03 -0.04 0.18
H -2.88525 2.74991 0.14106 0.01 0.01 0.03 0.18
H -2.57892 1.65792 2.21294 -0.14 0.03 -0.06 0.22
C -1.89626 -0.36894 3.84929 0.17 -0.18 -0.01 -0.42
H -2.93941 -0.10183 3.67042 -0.02 -0.02 0.04 0.21
H -1.71538 -0.34668 4.92659 -0.09 -0.03 -0.02 0.24
C -1.67970 -1.83187 3.39304 -0.14 0.11 0.23 -0.14
N -2.56399 -2.71942 4.10521 -0.14 0.16 -0.47 -0.62
C -2.19987 -3.34857 5.24458 -0.45 -0.12 -0.04 0.68
O -1.14008 -3.13354 5.79493 0.40 0.04 0.25 -0.63
C -3.24233 -4.31567 5.76287 0.22 0.00 0.14 -0.71
H -3.44080 -5.08315 5.01827 -0.07 -0.07 -0.05 0.23
H -2.87953 -4.78145 6.67417 0.02 0.01 0.00 0.24
H -4.16830 -3.78544 5.97291 -0.10 0.01 0.00 0.23
H -3.40285 -2.97447 3.60070 0.09 -0.09 0.08 0.42
C -1.96873 -1.98462 1.90020 0.52 -0.02 0.34 0.69
O -2.99701 -2.49060 1.49390 -0.49 -0.12 -0.13 -0.65
N -0.98214 -1.53822 1.10356 0.18 -0.02 -0.24 -0.62
H -0.21752 -1.02825 1.52331 -0.06 -0.04 0.06 0.41
C -1.07919 -1.50336 -0.34058 -0.01 0.07 -0.11 -0.05
C 0.21139 -2.03870 -0.96131 -0.32 -0.06 -0.17 -0.41
H 0.36688 -3.07731 -0.66733 0.03 -0.03 0.06 0.22
H 1.05614 -1.44742 -0.59766 0.10 0.01 0.01 0.20
C 0.14579 -1.93397 -2.48827 0.36 -0.26 0.27 -0.21
N -0.04667 -0.55580 -2.88892 0.12 0.28 -0.12 -0.43
C 1.03289 0.23372 -3.17413 0.14 -0.35 -0.43 0.45
C 2.08245 -0.13829 -4.00372 -0.06 -0.01 0.16 -0.19
C 3.13073 0.76469 -4.25728 -0.24 0.11 0.28 0.30
N 3.23351 1.97194 -3.76375 0.65 0.08 -0.40 -0.46
C 2.22875 2.35200 -2.99153 -0.57 -0.37 0.18 0.50
N 2.04610 3.50351 -2.37591 0.46 0.48 -0.06 -0.51
C 0.87772 3.35645 -1.74505 0.15 -0.38 -0.27 0.20
N 0.29344 2.18805 -1.90385 -0.96 0.07 0.64 -0.36
N 1.13405 1.51099 -2.70366 0.89 0.69 -0.29 -0.21
H 0.44039 4.11815 -1.13357 -0.17 0.12 0.17 0.22
C 4.11823 0.16673 -5.20997 0.04 -0.04 -0.14 -0.45
H 4.96672 -0.22956 -4.64682 0.05 0.00 0.02 0.22
C 3.31372 -0.95864 -5.86942 0.07 -0.05 0.02 -0.38
H 2.77742 -0.56333 -6.73301 -0.01 -0.01 -0.02 0.21
H 3.94144 -1.78244 -6.20406 -0.03 -0.01 -0.07 0.21
C 2.30403 -1.39805 -4.79591 -0.10 -0.04 -0.01 -0.42
H 2.75396 -2.17691 -4.17126 -0.08 -0.08 -0.02 0.20
H 1.38286 -1.78839 -5.22860 -0.02 -0.11 0.03 0.22
H 4.49735 0.90360 -5.91444 0.05 0.04 0.03 0.23
C -1.28765 -0.02094 -2.36546 -0.44 0.37 0.28 -0.21
H -1.41018 1.00836 -2.69641 -0.11 -0.22 -0.03 0.24
C -1.34609 -0.08109 -0.83791 -0.04 -0.31 -0.18 -0.43
H -2.32916 0.24568 -0.49914 -0.08 0.04 0.07 0.22
H -0.60040 0.60348 -0.42905 -0.05 -0.03 0.01 0.23
H -2.09464 -0.62964 -2.78866 0.01 0.03 -0.02 0.19
H 1.06061 -2.32793 -2.92158 -0.08 -0.04 -0.05 0.22
H -0.70064 -2.51933 -2.86137 0.08 -0.02 -0.04 0.20
H -1.92006 -2.15386 -0.60577 0.13 0.05 -0.01 0.22
H -0.64823 -2.12739 3.61576 -0.13 0.06 -0.08 0.23
H 0.81386 -0.21781 3.97546 0.06 -0.11 0.10 0.22
H 2.29620 1.33397 2.81486 0.12 0.05 -0.02 0.22
H 3.24238 3.43509 2.20011 -0.03 -0.03 -0.04 0.17
H 3.19917 2.26393 0.85077 -0.03 0.02 0.01 0.17